Entry from the OMol25 dataset: 2 unconnected molecules or ions with the total composition CH2Cl2N2 (ωB97M-V with the def2-TZVPD basis set).

Results
* E_tot: -29090.31840 eV
* LUMO energy: -0.47 eV
* HOMO: -9.702 eV
* strongest force on any atom: 5.43 eV/Å

Each line ends with the Mulliken charge.
Atoms and positions in Å:
C1 1.2815 0.2478 -1.0358  -0.161
N1 1.4511 0.9709 -0.1508  0.026
N2 -1.4122 -1.0566 -0.1287  -0.483
Cl1 -1.3441 -0.1849 1.3480  -0.092
Cl2 1.9083 1.9689 1.1417  0.119
H1 -1.4473 -0.4456 -0.8368  0.292
H2 -0.4372 -1.5004 -0.3377  0.299

---

Entry from the OMol25 dataset: 2 unconnected molecules or ions with the total composition C5H11N2O (ωB97M-V with the def2-TZVPD basis set).

Results
* charge: +1
* E_tot: -10383.16632 eV
* LUMO energy: -3.08 eV
* HOMO: -14.580 eV
* strongest force on any atom: 3.05 eV/Å

Each line ends with the Mulliken charge.
Atoms and positions in Å:
C1 -2.5102 0.0892 0.5829  0.633
C2 0.2748 -1.4896 0.1289  -0.753
C3 0.1888 -0.3271 -0.4662  0.486
C4 -0.2801 0.0437 -1.8175  -1.164
C5 1.9543 0.6822 1.2118  -1.105
N1 -2.8715 -1.0297 0.3864  -0.383
N2 0.8453 0.9461 0.1685  -0.151
O1 -1.9924 1.1126 0.6524  -0.495
H1 -0.0955 -2.5367 -0.0889  0.289
H2 0.8004 -1.6219 1.1038  0.211
H3 0.6273 0.5264 -2.2313  0.372
H4 -1.0448 0.7940 -1.6873  0.331
H5 -0.4410 -0.8482 -2.3900  0.361
H6 2.4808 1.5935 1.4324  0.387
H7 1.6642 0.2806 2.1830  0.367
H8 2.7163 0.1401 0.7170  0.472
H9 -3.6905 -1.4577 0.0797  0.268
H10 1.3206 1.5951 -0.4973  0.455
H11 0.0532 1.5071 0.5318  0.420

---

> Among the records above, which one has the lowest LUMO energy?

C5H11N2O